Record 1
Computed, not measured: the ion C2H3N2OS with charge -1 in a non-equilibrium geometry, with ωB97M-V/def2-TZVPD.

Last column: natural (NBO) charge in e.
Geometry (Å):
C  -0.845  0.109  -0.102  0.01
C  0.813  -0.118  0.352  -0.37
N  -1.574  1.006  0.459  -0.55
N  2.005  -0.759  -0.397  0.13
O  1.993  -1.057  -1.590  -0.31
S  -3.321  1.501  0.271  -0.45
H  -1.135  -0.785  -0.809  0.12
H  1.172  0.851  0.538  0.22
H  0.891  -0.750  1.278  0.20

Values from the calculation:
* multiplicity: 1
* E_LUMO: 3.026 eV
* ΔE to the lowest compared entry with this formula, charge and spin: 82.6 kcal/mol
* SMILES: O=NC/C=N/[S-]
* total charge: -1

***

Record 2
Computed, not measured: a cluster of 2 separate species, H2N2O3S in total in a non-equilibrium geometry, with ωB97M-V/def2-TZVPD.

Last column: natural (NBO) charge in e.
Geometry (Å):
N  -0.661  -1.259  -0.494  -0.92
N  0.951  0.686  -0.297  0.41
O  2.080  0.327  -0.352  -0.34
O  0.341  1.480  -0.917  -0.33
O  -0.686  1.230  1.759  -0.80
S  0.274  0.209  1.361  1.27
H  -0.986  -2.163  -0.294  0.35
H  -1.313  -0.509  -0.766  0.36

Values from the calculation:
* multiplicity: 1
* E_LUMO (spin up / spin down): -2.411 / -2.413 eV
* ΔE to the lowest compared entry with this formula, charge and spin: 100.7 kcal/mol

***

Record 3
Computed, not measured: a structure of composition C40H54F19N10O12S6V in a non-equilibrium geometry, with ωB97M-V/def2-TZVPD.

Last column: Mulliken spin population.
Geometry (Å):
V  -0.154  0.828  2.630  1.67
C  -4.536  1.229  3.129  0.00
F  -4.618  1.434  1.840  0.00
F  -4.271  2.347  3.785  0.00
F  -5.698  0.779  3.591  0.00
S  -3.252  -0.171  3.556  0.03
O  -3.780  -0.976  4.620  0.00
O  -2.967  -0.811  2.298  0.01
N  -1.692  0.635  3.890  0.05
S  -1.754  1.048  5.466  0.01
O  -0.639  1.934  5.634  0.01
O  -2.996  1.513  6.016  0.00
C  -1.302  -0.554  6.444  0.00
F  -0.075  -0.448  6.935  0.00
F  -2.147  -0.717  7.436  0.00
F  -1.272  -1.600  5.630  0.00
C  1.984  -2.697  2.043  0.01
F  2.746  -1.610  2.062  0.00
F  2.410  -3.541  1.138  0.00
F  2.104  -3.275  3.233  0.00
S  0.119  -2.252  1.738  0.02
O  -0.433  -3.238  0.842  0.00
O  -0.547  -2.201  3.025  0.03
N  0.144  -0.538  1.218  0.01
S  0.468  -0.580  -0.374  0.01
O  0.733  0.798  -0.736  0.04
O  1.507  -1.539  -0.649  0.00
C  -1.148  -1.095  -1.209  0.01
F  -2.158  -0.973  -0.360  0.00
F  -1.386  -0.212  -2.179  0.00
F  -1.124  -2.300  -1.722  0.00
C  1.817  3.596  5.031  0.00
F  2.977  4.213  5.047  0.00
F  2.017  2.303  5.233  0.00
F  0.991  4.048  5.952  0.00
S  0.929  3.842  3.348  0.02
O  -0.482  3.916  3.597  0.01
O  1.541  4.974  2.706  0.00
N  1.161  2.318  2.473  0.02
S  2.631  2.370  1.787  0.07
O  3.704  3.043  2.471  0.00
O  2.917  1.006  1.427  0.03
C  2.305  3.256  0.112  0.00
F  1.011  3.455  -0.070  0.00
F  2.963  4.400  0.115  0.00
F  2.798  2.507  -0.859  0.00
C  2.058  -3.675  -3.197  0.00
C  1.366  -4.181  -4.465  0.00
C  2.130  -5.321  -5.150  0.00
C  2.357  -6.479  -4.262  0.00
N  2.481  -7.378  -3.559  0.00
H  3.144  -3.687  -3.273  0.00
H  1.648  -4.245  -2.361  0.00
H  1.746  -2.667  -2.924  0.00
H  1.341  -3.343  -5.168  0.00
H  0.331  -4.447  -4.256  0.00
H  3.147  -5.026  -5.425  0.00
H  1.685  -5.663  -6.085  0.00
C  -1.210  2.423  -4.417  0.00
C  -0.689  3.522  -3.490  0.00
C  0.774  3.298  -3.071  0.00
C  1.719  3.300  -4.186  0.00
N  2.413  3.268  -5.102  0.00
H  -0.534  2.366  -5.272  0.00
H  -2.185  2.641  -4.857  0.00
H  -1.286  1.431  -3.975  0.00
H  -1.277  3.526  -2.568  0.00
H  -0.815  4.530  -3.886  0.00
H  0.915  2.358  -2.532  0.00
H  1.060  4.081  -2.365  0.00
C  -1.607  5.273  -0.163  0.00
C  -3.053  4.764  -0.147  0.00
C  -3.211  3.245  -0.323  0.00
C  -2.286  2.453  0.508  0.08
N  -1.607  1.850  1.201  -0.10
H  -1.036  4.986  0.718  0.00
H  -1.634  6.365  -0.165  0.00
H  -1.061  5.038  -1.079  0.00
H  -3.577  5.281  -0.949  0.00
H  -3.449  5.054  0.826  0.00
H  -3.062  2.906  -1.349  0.00
H  -4.158  2.829  0.031  0.00
C  4.750  0.284  4.247  0.00
C  4.507  -1.059  4.948  0.00
C  3.121  -1.213  5.573  0.00
C  2.030  -0.609  4.761  0.08
N  1.191  -0.187  4.114  -0.12
H  4.280  0.352  3.265  0.00
H  5.804  0.507  4.097  0.00
H  4.329  1.102  4.838  0.00
H  5.320  -1.208  5.656  0.00
H  4.550  -1.862  4.209  0.00
H  3.031  -0.686  6.529  0.00
H  2.832  -2.241  5.789  0.00
C  4.466  -1.775  -0.970  0.00
C  4.144  -0.526  -1.816  0.00
C  5.274  0.508  -1.834  0.00
C  5.740  0.940  -0.521  0.00
N  6.120  1.323  0.492  0.00
H  3.930  -2.667  -1.293  0.00
H  4.167  -1.527  0.051  0.00
H  5.514  -2.072  -0.890  0.00
H  3.143  -0.190  -1.542  0.00
H  3.931  -0.866  -2.835  0.00
H  4.946  1.422  -2.335  0.00
H  6.088  0.063  -2.407  0.00
C  -0.236  0.342  -7.113  0.00
C  0.981  -0.578  -7.075  0.00
C  1.975  -0.095  -6.003  0.00
C  1.554  -0.242  -4.611  0.00
N  1.192  -0.284  -3.522  0.00
H  0.114  1.351  -7.336  0.00
H  -0.901  0.279  -6.254  0.00
H  -0.848  0.068  -7.977  0.00
H  1.427  -0.521  -8.066  0.00
H  0.612  -1.584  -6.873  0.00
H  2.231  0.966  -6.086  0.00
H  2.942  -0.576  -6.170  0.00
C  -3.449  -4.089  3.857  0.00
C  -2.481  -5.268  3.815  0.00
C  -2.079  -5.633  2.372  0.00
C  -0.841  -6.412  2.306  0.00
N  0.144  -7.003  2.279  0.00
H  -2.929  -3.226  3.445  0.00
H  -3.739  -3.780  4.861  0.00
H  -4.344  -4.379  3.304  0.00
H  -2.917  -6.127  4.326  0.00
H  -1.535  -5.027  4.306  0.00
H  -1.906  -4.795  1.696  0.00
H  -2.851  -6.285  1.956  0.00
F  -7.569  0.636  -0.094  0.00
C  -6.761  0.910  -1.137  0.00
C  -7.102  1.932  -1.998  0.00
C  -6.279  2.171  -3.085  0.00
C  -5.119  1.421  -3.275  0.00
C  -4.770  0.416  -2.377  0.00
C  -5.656  0.126  -1.354  0.00
H  -7.969  2.546  -1.799  0.00
H  -6.510  2.953  -3.795  0.00
H  -4.426  1.672  -4.068  0.00
H  -3.827  -0.104  -2.469  0.00
H  -5.465  -0.731  -0.719  0.00

Values from the calculation:
* multiplicity: 3
* E_LUMO (spin up / spin down): -2.443 / -1.670 eV

***

Record 4
Computed, not measured: the molecule C22H21NO2 in a non-equilibrium geometry, with ωB97M-V/def2-TZVPD.

Last column: natural (NBO) charge in e.
Geometry (Å):
C  0.124  0.271  0.830  -0.20
C  -1.193  -0.232  1.274  0.04
C  -2.171  0.604  1.859  -0.22
C  -3.369  0.074  2.337  -0.22
C  -3.631  -1.283  2.254  -0.22
C  -2.668  -2.125  1.679  -0.19
C  -1.495  -1.590  1.108  -0.23
C  1.373  -0.265  1.386  -0.07
C  2.528  0.433  0.976  -0.18
C  3.801  -0.016  1.282  -0.21
C  3.979  -1.186  2.063  -0.22
C  2.853  -1.974  2.345  -0.21
C  1.545  -1.432  2.196  -0.21
H  0.185  1.365  0.775  0.23
H  -1.971  1.670  1.972  0.22
H  -4.101  0.713  2.848  0.22
H  -4.574  -1.698  2.590  0.22
H  -2.794  -3.211  1.769  0.22
H  -0.768  -2.177  0.496  0.22
H  2.371  1.353  0.373  0.22
H  4.631  0.616  1.001  0.22
H  4.977  -1.520  2.412  0.22
H  3.008  -2.981  2.771  0.22
H  0.699  -1.895  2.740  0.23
C  -4.376  0.902  -1.100  -0.63
C  -3.118  1.593  -1.503  -0.08
O  -2.040  0.611  -1.344  -0.51
C  -0.817  1.209  -1.399  0.80
C  0.246  0.150  -1.048  -0.31
C  1.509  0.294  -1.838  -0.03
C  1.793  1.410  -2.652  -0.25
C  2.957  1.406  -3.447  0.03
N  3.885  0.440  -3.370  -0.42
C  3.720  -0.520  -2.442  0.03
C  2.553  -0.646  -1.656  -0.23
O  -0.630  2.414  -1.636  -0.62
H  -5.276  1.515  -1.271  0.22
H  -4.500  -0.075  -1.632  0.22
H  -4.279  0.694  -0.032  0.22
H  -3.169  1.914  -2.557  0.19
H  -2.911  2.463  -0.893  0.20
H  -0.109  -0.936  -1.126  0.24
H  1.130  2.255  -2.796  0.25
H  3.112  2.172  -4.235  0.20
H  4.519  -1.293  -2.387  0.20
H  2.459  -1.488  -0.968  0.23

Values from the calculation:
* multiplicity: 1
* E_LUMO: 0.207 eV
* ΔE to the lowest compared entry with this formula, charge and spin: 61.9 kcal/mol
* SMILES: CCOC(=O)[C@@H](c1ccncc1)C(c1ccccc1)c1ccccc1

***

Calculated total energy: -17981.897, -19983.522, -224154.026, -28738.379 (eV)